No. 1
# C8H12Cl2N2O

A cluster of 2 separate species, C8H12Cl2N2O in total at a distorted geometry (ωB97M-V with the def2-TZVPD basis set, the Open Molecules 2025 dataset).

The geometry in XYZ format:
```
25
Properties=species:S:1:pos:R:3:forces:R:3:nbo_charge:R:1
C 0.43327 -0.50987 -2.21608 2.75 -0.92 -1.82 -0.703
C -0.17452 -0.64079 -0.89817 -1.56 0.90 1.76 0.366
N 0.10576 -1.56286 -0.06880 0.31 0.26 0.30 -0.482
C -0.59696 -1.31191 1.15810 -1.70 -0.40 -0.90 0.743
O -0.50947 -1.96047 2.13912 0.84 -0.86 1.78 -0.566
N -1.57556 -0.35231 0.94133 0.21 -0.45 -1.22 -0.479
Cl -2.55416 0.33814 2.13931 0.53 -0.37 -0.35 0.188
C -1.28988 0.32556 -0.31234 1.17 1.48 0.22 0.076
C -0.63761 1.72559 0.12954 -1.10 -1.27 -3.34 -0.615
C -2.48528 0.46724 -1.30865 2.23 -3.71 -0.12 -0.632
H 1.18345 0.35639 -2.28706 -1.18 -1.03 0.44 0.263
H -0.33460 -0.29088 -2.98466 0.58 -0.52 0.19 0.232
H 1.14359 -1.49310 -2.45002 -2.25 2.50 0.49 0.267
H -0.54139 2.19814 -0.86563 0.71 0.39 0.64 0.207
H 0.27470 1.63258 0.68515 0.46 -0.16 0.11 0.228
H -1.37511 2.29021 0.63985 -0.63 0.46 0.73 0.221
H -2.98149 -0.55681 -1.32814 0.71 0.93 -0.16 0.227
H -2.02174 0.59569 -2.32831 -1.22 0.74 1.07 0.226
H -3.23697 1.04652 -0.88966 -1.15 1.97 0.03 0.233
C 3.03351 -0.09857 2.31884 0.90 2.00 -0.07 -0.413
C 2.64026 -0.78775 1.28747 -1.58 -2.18 1.23 -0.260
Cl 3.15726 -0.23603 -0.21182 0.20 -0.07 -1.85 -0.003
H 2.77191 -0.28762 3.33986 -0.04 -0.13 0.25 0.221
H 3.60816 0.79842 1.98316 -0.26 -0.62 1.25 0.200
H 1.96288 -1.68552 1.38762 1.07 1.04 -0.64 0.256
```
Forces are in eV/Å.

Results
* ΔE to the lowest compared entry with this formula, charge and spin: 0.00 kJ/mol
* electronic energy: -38560.6455 eV
* SMILES string: CC1=NC(=O)N(Cl)C1(C)C.C=CCl
* E_HOMO: -0.349 Eh

No. 2
# C4H6O2S

An isolated molecule of C4H6O2S at a distorted geometry (ωB97M-V with the def2-TZVPD basis set, the Open Molecules 2025 dataset).

The geometry in XYZ format:
```
13
Properties=species:S:1:pos:R:3:forces:R:3:nbo_charge:R:1
C 0.15505 1.43134 1.53777 -0.30 -1.89 -0.52 -0.720
S -0.36585 1.91190 -0.12976 -0.39 0.70 0.16 0.243
C 0.59112 0.83519 -1.10281 -0.53 -4.39 -0.06 -0.269
C 0.40257 -0.56202 -1.20975 0.57 4.25 0.25 -0.321
C -0.69287 -1.28412 -0.60007 -0.65 0.83 0.80 0.722
O -1.69933 -0.83537 -0.11055 -0.22 0.14 0.02 -0.590
O -0.44702 -2.58544 -0.57361 1.50 -0.55 -0.91 -0.666
H 0.07787 0.31773 1.66964 0.10 1.10 -0.14 0.225
H -0.49468 1.88850 2.24686 -0.65 0.44 0.38 0.232
H 1.14609 1.77531 1.71013 0.86 0.13 0.17 0.213
H 1.42123 1.26945 -1.61240 0.46 0.18 -0.44 0.211
H 1.08226 -1.21181 -1.71019 0.64 0.06 -0.55 0.227
H -1.17644 -2.95065 -0.11526 -1.41 -0.99 0.84 0.493
```
Forces are in eV/Å.

Results
* ΔE to the lowest compared entry with this formula, charge and spin: 59.46 kJ/mol
* electronic energy: -19174.6905 eV
* SMILES string: CS/C=C\C(=O)O
* E_HOMO: -0.317 Eh

No. 3
# C2H3Cl3OSi

A structure of composition C2H3Cl3OSi at a distorted geometry (ωB97M-V with the def2-TZVPD basis set, the Open Molecules 2025 dataset).

The geometry in XYZ format:
```
10
Properties=species:S:1:pos:R:3:forces:R:3:nbo_charge:R:1
C 0.07398 1.75271 -1.66466 1.75 0.62 -3.15 0.388
C 0.11934 0.42234 0.67820 -1.09 -1.43 1.98 -0.494
O -0.40683 2.37580 -2.48693 -0.03 -0.07 0.32 -0.517
Si 0.09367 -1.41403 0.09584 -0.08 -0.82 0.40 0.866
Cl 1.62746 1.23243 0.78596 0.32 0.27 0.07 0.098
Cl -1.23976 1.38319 0.04911 -1.39 -0.44 2.16 0.118
Cl -0.44933 -0.04712 2.43416 0.47 0.69 -0.42 -0.064
H 0.98134 -2.39372 0.85219 0.10 1.00 -0.47 -0.123
H 0.41172 -1.34301 -1.34674 -0.21 -0.28 0.02 -0.150
H -1.21160 -1.96858 0.60289 0.17 0.46 -0.91 -0.123
```
Forces are in eV/Å.

Results
* ΔE to the lowest compared entry with this formula, charge and spin: 533.48 kJ/mol
* electronic energy: -49612.3471 eV
* E_HOMO: -0.371 Eh

No. 4
# C28H30CaN9O7Se

A structure of composition C28H30CaN9O7Se (ωB97M-V with the def2-TZVPD basis set, the Open Molecules 2025 dataset).

The geometry in XYZ format:
```
76
Properties=species:S:1:pos:R:3:forces:R:3:nbo_charge:R:1
Ca 0.25566 -0.21797 -0.85144 -0.03 -0.55 0.56 1.780
O -4.84270 -1.30844 -3.96081 0.22 0.06 -0.03 -0.687
C -4.98373 -1.79099 -2.74940 0.00 -0.05 -0.04 0.786
O -5.97987 -2.38858 -2.39483 -0.01 0.02 0.04 -0.638
C -3.86092 -1.57937 -1.79020 -0.07 -0.03 0.20 -0.276
C -3.93479 -2.06721 -0.50067 0.03 0.03 -0.06 0.021
N -2.80145 -1.71413 0.11727 0.10 -0.02 0.08 -0.311
N -1.98810 -1.02397 -0.67849 -0.19 0.17 -0.36 -0.346
C -2.59942 -0.92811 -1.85167 -0.18 0.00 -0.25 0.063
C -1.92039 -0.21840 -3.02769 -0.26 -0.02 -0.01 0.792
O -2.58873 -0.15518 -4.08239 -0.07 -0.10 0.05 -0.713
O -0.77686 0.25162 -2.85134 -0.12 -0.15 0.14 -0.794
H -3.92079 -0.85724 -4.05392 -0.09 0.08 -0.05 0.508
H -4.71516 -2.62937 -0.01844 -0.01 0.00 -0.01 0.234
H -2.49181 -1.91695 1.05513 -0.03 0.02 0.01 0.430
O -0.35065 1.84318 -0.18737 0.20 0.02 -0.06 -0.870
C 0.53823 2.70645 -0.53754 0.14 0.01 0.30 0.375
C 0.16674 3.83663 -1.32028 0.06 -0.02 0.02 -0.246
C 1.05659 4.82385 -1.66007 -0.07 0.02 -0.03 -0.211
C 2.39149 4.75036 -1.25177 0.04 -0.02 0.02 -0.304
C 2.79657 3.64897 -0.52950 -0.02 0.00 -0.03 -0.155
C 1.92218 2.61637 -0.15886 0.09 0.04 -0.09 -0.247
C 2.47305 1.47528 0.59606 -0.24 0.23 0.22 0.386
N 1.88116 0.32727 0.89256 0.13 0.19 -0.12 -0.582
C 2.79282 -0.41988 1.60227 -0.02 -0.01 0.00 -0.080
C 3.93915 0.28443 1.76482 0.00 0.00 0.04 -0.100
N 3.71998 1.49101 1.14053 0.02 -0.01 -0.12 -0.522
H -0.86450 3.86676 -1.64935 0.00 0.02 0.00 0.207
H 0.72137 5.66020 -2.26364 0.01 0.00 0.00 0.200
H 3.10155 5.51918 -1.52524 0.00 0.00 0.00 0.202
H 3.84650 3.58512 -0.26591 0.01 0.00 -0.02 0.177
H 2.56236 -1.41929 1.93123 0.03 -0.01 -0.01 0.219
H 4.87115 0.04754 2.24551 0.00 -0.01 -0.01 0.210
H 4.40276 2.21166 1.00357 0.00 0.01 0.04 0.413
C -3.82133 1.66094 1.08989 0.05 0.02 0.00 -0.406
N -2.73039 2.48419 1.57674 -0.02 0.00 0.02 -0.356
C -2.39081 3.72108 1.07194 0.02 0.02 0.00 -0.052
C -1.22745 4.07964 1.64746 -0.02 0.00 -0.01 -0.060
N -0.86188 3.05036 2.48785 -0.04 0.03 0.07 -0.361
C 0.38171 2.96772 3.22760 -0.03 -0.02 -0.06 -0.403
C -1.78993 2.07494 2.44767 0.07 -0.17 0.10 0.302
Se -1.80142 0.52963 3.48331 -0.12 0.20 -0.08 -0.419
H -4.62064 2.31099 0.74121 -0.01 -0.01 0.00 0.205
H -4.17542 1.03203 1.90255 -0.01 -0.01 -0.01 0.236
H -3.46637 1.03555 0.26996 -0.02 0.00 0.00 0.232
H -2.98618 4.20802 0.32164 0.01 0.01 0.00 0.227
H -0.59823 4.93728 1.49379 -0.01 0.00 -0.02 0.235
H 1.05565 3.72710 2.83645 0.01 0.00 0.02 0.212
H 0.81523 1.98108 3.07160 0.02 0.01 0.00 0.243
H 0.20799 3.12020 4.29227 0.01 -0.01 0.01 0.209
O -0.14283 -2.81021 -2.56732 0.07 0.09 -0.15 -0.673
C 0.95583 -2.35982 -2.86928 0.33 -0.02 0.18 0.688
C 1.64008 -2.55672 -4.22000 -0.17 -0.06 -0.07 -0.526
C 2.97504 -1.85096 -4.05130 0.07 0.02 0.00 -0.520
C 2.88009 -1.22455 -2.65713 0.05 -0.07 0.04 0.673
O 3.72976 -0.48379 -2.18533 -0.01 0.00 -0.03 -0.653
N 1.73358 -1.61213 -2.02779 0.04 -0.06 -0.32 -0.821
H 1.00475 -2.10851 -4.98502 0.00 -0.01 0.00 0.237
H 1.71361 -3.62283 -4.43716 0.00 0.00 0.00 0.218
H 3.16573 -1.06802 -4.78442 -0.01 0.01 0.01 0.225
H 3.83096 -2.52804 -4.06496 0.00 0.00 -0.01 0.217
C 0.50412 -2.62000 4.73155 0.02 -0.04 0.04 -0.642
C 0.51985 -2.87705 3.26202 -0.07 0.06 0.05 0.158
C 0.90862 -3.96510 2.50906 0.03 -0.02 0.05 -0.366
C 0.69813 -3.59128 1.16450 0.00 0.13 -0.03 0.165
N 0.21251 -2.35610 1.10135 0.03 0.03 -0.05 -0.343
N 0.10362 -1.95155 2.38330 0.14 0.03 -0.23 -0.373
C 0.98168 -4.37725 -0.06997 0.02 -0.07 0.00 -0.656
H 0.67438 -3.54472 5.28075 0.01 -0.01 -0.03 0.219
H -0.45441 -2.20672 5.04795 0.01 0.02 -0.01 0.229
H 1.28095 -1.90784 5.01599 -0.01 0.01 -0.01 0.224
H 1.28666 -4.90463 2.87708 0.00 -0.01 -0.01 0.216
H -0.19741 -0.99752 2.57104 -0.09 -0.06 0.12 0.439
H 1.12615 -5.43084 0.17161 -0.01 0.01 0.02 0.201
H 1.88460 -4.00272 -0.55564 0.00 0.00 0.01 0.235
H 0.17400 -4.27267 -0.79099 -0.01 0.01 -0.01 0.264
```
Forces are in eV/Å.

Results
* electronic energy: -141061.4704 eV
* E_HOMO: -0.185 Eh
* total charge: -1

No. 5
# C6H14N2O2

A cluster of 2 separate species, C6H14N2O2 in total at a distorted geometry (ωB97M-V with the def2-TZVPD basis set, the Open Molecules 2025 dataset).

The geometry in XYZ format:
```
24
Properties=species:S:1:pos:R:3:forces:R:3:nbo_charge:R:1
C 1.46870 1.02116 2.07318 -0.74 0.79 0.21 -0.748
C 2.48465 -1.38069 -0.59985 -1.04 -0.25 0.15 -0.410
C 1.65636 0.65531 0.61662 -0.08 -1.34 0.21 0.657
O 1.88854 1.43529 -0.27736 -0.01 0.32 0.20 -0.581
N 1.61996 -0.70725 0.37398 -0.42 0.35 0.00 -0.664
H 1.89043 2.00114 2.10005 0.80 0.60 0.54 0.267
H 1.23871 -1.28093 1.10747 0.48 -0.03 0.27 0.391
H 1.89491 -1.64652 -1.47588 0.27 -0.11 -0.21 0.189
H 0.47391 1.23140 2.47522 -0.36 -0.31 -0.68 0.227
H 1.86027 0.34396 2.82130 0.65 -0.16 -0.27 0.245
H 3.31768 -0.76093 -0.90040 0.10 0.17 0.10 0.237
H 2.80800 -2.28578 -0.09361 0.35 -0.10 -0.32 0.215
C -1.75956 1.53056 0.58626 -0.53 -0.50 -0.29 -0.431
C -2.02066 -1.32557 -1.91908 0.39 -0.89 -0.05 -0.692
C -2.22571 -0.05816 -1.15901 1.11 -0.57 0.82 0.637
O -3.16717 0.68144 -1.46520 -0.93 0.55 -0.31 -0.081
N -1.47488 0.25644 -0.08936 -0.31 0.45 -1.99 -0.470
H -0.50567 -0.07103 -0.19132 0.02 -0.12 0.51 0.454
H -1.49795 2.42362 0.02719 0.22 -0.12 -0.23 0.246
H -2.94932 -1.88348 -2.00621 -0.22 0.13 0.17 0.286
H -2.83541 1.51948 0.76191 0.00 0.22 0.21 0.235
H -1.21956 1.47719 1.49336 0.29 0.29 0.91 0.234
H -1.62369 -1.25628 -2.93070 0.00 0.65 0.04 0.294
H -1.32253 -1.92037 -1.32855 -0.03 -0.05 0.02 0.262
```
Forces are in eV/Å.

Results
* ΔE to the lowest compared entry with this formula, charge and spin: 138.23 kJ/mol
* expectation value of S²: 0.757
* electronic energy: -13515.3274 eV
* E_HOMO (spin up / spin down): -0.490 / -0.489 Eh
* total charge: +1
* multiplicity: 2

No. 6
# C15H15N5O3V

A structure of composition C15H15N5O3V at a distorted geometry (ωB97M-V with the def2-TZVPD basis set, the Open Molecules 2025 dataset).

The geometry in XYZ format:
```
39
Properties=species:S:1:pos:R:3:forces:R:3:nbo_charge:R:1
V -0.82451 -0.02991 0.50373 -0.60 0.25 1.74 1.374
N -0.03061 -0.03212 2.49908 0.09 -0.06 0.13 -0.815
C 1.10289 0.92668 2.46831 0.19 0.29 -0.04 -0.327
C 0.66606 2.10592 1.60172 0.10 0.02 0.02 0.650
O 0.96107 3.24661 1.85407 0.03 -0.08 0.04 -0.538
N -0.15928 1.70672 0.56746 0.61 0.70 -0.04 -0.617
C -1.19446 2.65199 0.18185 -0.62 -0.28 0.32 -0.358
C -2.47204 2.07052 0.87031 0.46 2.11 -0.31 0.774
O -3.37920 2.73401 1.27110 -0.04 -0.66 -0.12 -0.509
O -2.34317 0.74521 0.97150 -2.04 -0.34 0.62 -0.681
H -0.77311 0.35790 3.07772 -0.01 -0.01 0.03 0.418
H 0.25847 -0.89546 2.94684 0.01 -0.08 -0.03 0.413
H 1.97771 0.44147 2.03457 -0.03 -0.07 0.00 0.237
H 1.37202 1.30142 3.45378 -0.06 -0.04 0.02 0.244
H -1.36720 2.66083 -0.89516 0.09 0.08 -0.01 0.224
H -0.98650 3.65844 0.53291 0.01 0.03 -0.01 0.270
C 3.65140 -2.37527 1.44709 -0.03 -0.01 0.01 -0.172
C 2.36947 -2.83185 1.72324 0.06 -0.01 0.08 -0.203
C 1.29005 -2.32085 1.02202 -0.03 0.10 -0.21 -0.252
C 1.50272 -1.34755 0.04403 0.72 -0.47 0.08 0.145
C 2.79244 -0.92915 -0.27299 -0.21 0.16 -0.09 -0.214
C 3.86186 -1.43932 0.44146 0.04 0.00 0.03 -0.176
N 0.36465 -0.83903 -0.63102 0.99 -1.50 -1.90 -0.291
N 0.32980 -0.93722 -1.91032 0.79 -0.25 -0.01 -0.121
C -0.87188 -0.47830 -2.38080 -0.72 0.29 0.03 0.280
C -1.21841 -0.57547 -3.72272 0.26 -0.02 0.13 -0.184
C -2.48225 -0.16359 -4.10103 -0.09 0.06 0.11 -0.124
C -3.34976 0.32971 -3.13274 0.08 -0.03 -0.17 -0.220
C -2.92563 0.40803 -1.81772 -0.09 0.10 0.02 0.086
N -1.70718 0.01859 -1.43583 0.06 -0.29 -0.56 -0.491
H 4.49306 -2.76715 2.00205 0.00 -0.01 -0.01 0.239
H 2.21795 -3.60334 2.46647 -0.02 0.02 0.00 0.239
H 0.29167 -2.71672 1.17850 0.00 0.00 0.03 0.220
H 2.93348 -0.21504 -1.07409 0.03 0.04 0.04 0.246
H 4.86824 -1.11261 0.21761 -0.02 0.02 -0.04 0.241
H -0.49836 -0.97452 -4.42265 -0.01 -0.01 0.00 0.257
H -2.79229 -0.23003 -5.13456 0.00 0.00 0.00 0.247
H -4.34668 0.65306 -3.39419 0.00 0.01 0.04 0.252
H -3.58249 0.79737 -1.05157 0.02 -0.06 0.05 0.237
```
Forces are in eV/Å.

Results
* ΔE to the lowest compared entry with this formula, charge and spin: 79.58 kJ/mol
* expectation value of S²: 2.045
* electronic energy: -55073.5110 eV
* E_HOMO (spin up / spin down): -0.421 / -0.465 Eh
* total charge: +1
* multiplicity: 3